The following is a DFT calculation (wB97M-V/def2-TZVPD) of a structure of composition C50H59CoF5N5O7PSe at a distorted geometry.

Each line ends with the Mulliken spin population.
Element x y z (Å)
Co 1.3584 0.9572 -0.3633  1.0969
C -5.8842 -0.4707 -3.1936  0.0000
O -6.1289 0.6945 -3.9450  0.0002
C -5.5807 1.8648 -3.4652  -0.0040
C -5.5717 2.9587 -4.3301  0.0000
C -5.0050 4.1529 -3.9484  -0.0004
C -4.3953 4.2996 -2.6858  0.0027
C -4.4878 3.2053 -1.8017  -0.0003
C -5.0623 2.0139 -2.1835  -0.0009
N -3.7920 5.4853 -2.3801  -0.0074
N -3.0446 5.6126 -1.3345  0.0009
C -2.1576 4.7254 -0.8613  -0.0040
C -1.7805 4.8337 0.4921  -0.0038
C -0.9071 3.9581 1.1003  -0.0019
C -0.3318 2.8955 0.3851  0.0035
O 0.5225 2.0671 0.8872  0.0565
C -0.6746 2.7663 -0.9988  0.0200
N -0.0745 1.7337 -1.6382  -0.0372
C -0.2104 1.6425 -2.9413  0.0009
C -0.9237 2.5760 -3.6926  -0.0016
C -1.5731 3.6066 -3.0493  -0.0030
C -1.5056 3.7013 -1.6554  -0.0001
H -6.2019 -1.3069 -3.8156  0.0001
H -6.4599 -0.4810 -2.2595  0.0000
H -4.8222 -0.5820 -2.9544  -0.0001
H -6.0215 2.8388 -5.3073  -0.0001
H -4.9878 4.9917 -4.6307  -0.0002
H -4.1075 3.3127 -0.7965  -0.0007
H -5.1044 1.2044 -1.4692  -0.0001
H -2.2535 5.6156 1.0728  -0.0008
H -0.6617 4.0752 2.1484  -0.0009
H 0.2861 0.8192 -3.4329  0.0018
H -0.9568 2.4847 -4.7686  -0.0007
H -2.0978 4.3599 -3.6191  -0.0002
C 3.8619 1.8450 0.6908  -0.0303
C 2.8931 0.6449 0.6293  -0.1383
O 3.2595 -0.4121 1.0986  -0.0215
H 4.2310 1.9417 1.7129  -0.0053
H 3.4049 2.7761 0.3682  -0.0083
H 4.7119 1.6103 0.0466  0.0099
F -2.4505 -5.2276 -5.5580  -0.0001
C -1.9500 -4.4792 -4.5441  0.0005
C -1.7654 -5.0179 -3.2760  -0.0004
F -2.0738 -6.3208 -3.0714  0.0002
C -1.2780 -4.2470 -2.2458  -0.0028
F -1.1355 -4.8385 -1.0438  -0.0007
C -0.9257 -2.8844 -2.3851  0.0071
Se -0.2709 -1.8955 -0.9571  0.0536
C -1.1240 -2.3917 -3.6921  0.0022
F -0.8191 -1.1076 -3.9652  0.0013
C -1.6107 -3.1471 -4.7362  -0.0009
F -1.7654 -2.5991 -5.9631  0.0000
O 0.1765 -0.5812 1.7566  0.0080
P -0.1781 -0.5589 3.1835  0.0051
C 0.3409 1.0215 4.0454  0.0016
C 1.7733 1.4060 3.6760  0.0044
C 2.1345 2.7054 4.3856  0.0032
C 2.1541 2.5101 5.9151  0.0000
C 1.4268 1.2293 6.3337  -0.0005
C 0.1122 1.0892 5.5683  0.0008
C 0.6703 -1.8618 4.2268  -0.0005
C 0.0501 -3.2548 4.2373  -0.0003
C 0.0943 -3.9067 2.8564  0.0016
C 1.4606 -3.7221 2.1750  -0.0022
C 2.5212 -3.2798 3.1747  0.0013
C 2.1356 -1.9149 3.7388  -0.0006
C -2.0305 -0.5079 3.4651  0.0036
C -2.4742 0.7776 2.7283  -0.0083
C -3.7070 0.5684 1.8559  0.0000
C -3.4032 -0.5076 0.8166  0.0045
C -2.9655 -1.8280 1.4756  -0.0008
C -2.8431 -1.7199 2.9941  0.0002
H -0.2859 1.7731 3.5569  0.0002
H 1.7990 1.5417 2.5995  -0.0193
H 2.4958 0.6354 3.9402  0.0017
H 1.4073 3.4747 4.1125  -0.0003
H 3.1076 3.0552 4.0379  -0.0001
H 1.6838 3.3662 6.4073  -0.0001
H 3.1854 2.4654 6.2734  0.0001
H 1.2323 1.2586 7.4112  0.0000
H 2.0617 0.3648 6.1315  -0.0001
H -0.5036 1.9615 5.8086  0.0008
H -0.4266 0.2065 5.9234  0.0000
H 0.6276 -1.4842 5.2536  0.0003
H -0.9782 -3.2062 4.6021  0.0005
H 0.6023 -3.8690 4.9582  -0.0001
H -0.6621 -3.4558 2.2152  -0.0005
H -0.1448 -4.9693 2.9618  -0.0004
H 1.3855 -2.9534 1.4034  -0.0030
H 1.7669 -4.6531 1.6961  -0.0001
H 3.4839 -3.1839 2.6702  -0.0005
H 2.6320 -4.0166 3.9785  0.0002
H 2.2582 -1.2115 2.9141  -0.0098
H 2.8193 -1.6395 4.5490  0.0000
H -2.1988 -0.4028 4.5431  -0.0001
H -1.6726 1.0779 2.0480  0.0081
H -2.6499 1.5899 3.4390  -0.0008
H -3.9476 1.5082 1.3507  -0.0001
H -4.5719 0.2834 2.4649  0.0003
H -2.5938 -0.1482 0.1762  -0.0022
H -4.2770 -0.6730 0.1796  -0.0007
H -2.0045 -2.1233 1.0527  -0.0005
H -3.6859 -2.6190 1.2462  0.0002
H -2.4091 -2.6438 3.3744  -0.0003
H -3.8469 -1.6402 3.4301  0.0000
C 2.5968 -1.9453 -4.7198  -0.0009
C 3.9199 -2.2349 -4.0156  -0.0011
C 4.2653 -1.1198 -3.0136  -0.0033
C 5.4655 -1.4864 -2.1044  -0.0004
C 6.7196 -1.9368 -2.8440  0.0003
C 4.6040 0.1320 -3.7898  -0.0012
O 5.4409 0.1884 -4.6749  -0.0003
N 3.9168 1.2409 -3.4124  -0.0010
C 2.9829 1.3330 -2.3659  0.0006
O 2.6293 2.4580 -2.0221  0.0260
N 2.5292 0.2196 -1.7842  0.0022
C 3.0753 -1.0038 -2.0259  0.0094
O 2.7247 -2.0164 -1.4665  -0.0060
H 2.3675 -2.7264 -5.4433  0.0000
H 2.6338 -0.9926 -5.2497  0.0000
H 1.7860 -1.9070 -3.9949  0.0009
H 4.7196 -2.3137 -4.7549  0.0000
H 3.8349 -3.1713 -3.4631  -0.0002
H 5.1177 -2.2711 -1.4306  -0.0001
H 5.7022 -0.6140 -1.4861  -0.0003
H 6.5483 -2.8893 -3.3418  0.0000
H 7.5421 -2.0612 -2.1392  0.0000
H 7.0008 -1.1973 -3.5907  -0.0001
H 4.1447 2.1200 -3.8573  0.0000

E_tot: -7366.1550 Ha
net charge: -2
multiplicity: 2
energy above the lowest of the compared OMol25 structures with the same formula, charge and spin: 0.0 kcal per mole
<S²>: 0.77
frontier orbital gap (spin up / spin down): 4.84 / 4.84 eV

The following is a DFT calculation (wB97M-V/def2-TZVPD) of a structure of composition C50H62AsN3Ni at a distorted geometry.

Each line ends with the Mulliken spin population.
Element x y z (Å)
Ni -0.1998 -0.3914 0.1321  0.8932
C 4.6291 -0.2939 -2.9375  0.0017
C 3.4787 -0.3072 -1.9330  -0.0027
C 2.1659 -0.5195 -2.7073  0.0043
C 3.6818 -1.2974 -0.8297  0.0037
C 4.7137 -2.2912 -0.9375  -0.0048
C 4.8203 -3.2071 0.0990  0.0092
C 3.9489 -3.1478 1.2096  -0.0062
C 3.0011 -2.1693 1.3693  0.0201
C 2.2872 -2.0465 2.7009  0.0059
C 2.2077 -0.6304 3.2557  -0.0106
C 0.9459 -2.6817 2.6492  0.0117
C 2.8422 -1.2657 0.2716  -0.0753
N 1.8280 -0.2764 0.2997  0.2589
C 2.2207 0.9414 0.5285  0.1253
C 1.2243 1.9609 0.6162  0.2713
N -0.0619 1.5947 0.5634  0.3442
C -1.0829 2.5518 0.7271  -0.1360
C -1.7872 2.7066 1.9412  0.0189
C -2.8009 3.6831 2.0264  -0.0037
C -3.1794 4.4250 0.9176  0.0064
C -2.5236 4.2179 -0.3054  -0.0011
C -1.4936 3.2805 -0.4253  0.0183
C -0.8521 2.9437 -1.8074  -0.0227
C -1.8001 2.0961 -2.6651  0.0087
C -0.4957 4.2554 -2.6004  -0.0009
C -1.3497 1.9140 3.1897  0.0150
C -0.4707 2.7508 4.0964  0.0044
C -2.4866 1.4429 4.0519  0.0001
C 1.8599 3.2163 0.9425  0.0306
C 1.4216 4.4503 1.2905  0.0482
C 2.4071 5.4068 1.7247  -0.0204
C 3.7525 5.1655 1.7833  0.0514
C 4.2281 3.8739 1.4377  -0.0279
C 5.5836 3.3970 1.5405  0.0221
C 5.8660 2.1158 1.2117  -0.0081
C 4.8629 1.1481 0.8627  0.0138
C 3.5390 1.5541 0.7938  0.0532
C 3.2859 2.9249 1.0555  -0.0260
H 4.3946 0.4716 -3.7024  0.0006
H 4.6569 -1.2971 -3.3653  -0.0004
H 5.6229 -0.0909 -2.4816  -0.0009
H 3.4193 0.6620 -1.4875  0.0326
H 2.1588 -1.3965 -3.3657  -0.0021
H 2.1142 0.3345 -3.3912  0.0001
H 1.2260 -0.5812 -2.1056  -0.0173
H 5.4887 -2.2495 -1.6843  0.0000
H 5.5648 -3.9705 0.0950  0.0008
H 4.1205 -3.9328 1.9452  -0.0006
H 2.8913 -2.6295 3.4319  0.0004
H 1.5708 0.0982 2.7657  0.0152
H 3.1860 -0.2251 3.2360  -0.0043
H 1.9434 -0.6287 4.3175  0.0005
H 0.2470 -2.1800 1.9065  -0.0039
H 0.5115 -2.5882 3.6383  0.0003
H 0.9427 -3.7557 2.4198  -0.0008
H -3.3477 3.9215 2.9955  0.0009
H -3.9086 5.2427 1.0225  -0.0001
H -2.8690 4.7724 -1.1829  0.0004
H 0.0622 2.4513 -1.5962  0.0263
H -2.7436 2.6399 -2.8472  0.0000
H -2.0372 1.1523 -2.1685  -0.0027
H -1.3832 1.8799 -3.6638  0.0006
H -1.4145 4.7953 -2.9005  0.0002
H -0.0117 3.8629 -3.4880  0.0000
H 0.1519 4.9200 -2.0082  -0.0001
H -0.7844 1.0418 2.9125  0.0028
H -1.0009 3.6657 4.4762  0.0006
H 0.4733 3.1281 3.6517  -0.0008
H -0.0634 2.1752 4.9723  0.0004
H -3.0377 2.2721 4.5673  0.0002
H -2.1007 0.7696 4.7692  0.0002
H -3.2316 0.8572 3.4977  0.0002
H 0.3462 4.6626 1.3333  0.0064
H 1.9900 6.3469 2.0197  -0.0011
H 4.4799 5.9437 2.0244  0.0050
H 6.4208 4.0182 1.9410  0.0026
H 6.8563 1.7601 1.1482  -0.0006
H 5.2151 0.1422 0.7501  -0.0004
C -5.2264 -0.9938 -0.9030  -0.0003
C -4.7410 0.1504 0.0236  -0.0006
C -4.9510 1.5233 -0.6508  -0.0025
C -5.3432 0.1830 1.4299  0.0003
C -3.3087 -0.1315 0.1773  -0.0285
N -2.1922 -0.4176 0.2360  0.0292
H -6.2601 -0.8066 -1.2256  -0.0001
H -5.2842 -1.9449 -0.3835  0.0000
H -4.5405 -1.0203 -1.7490  0.0003
H -6.0089 1.7105 -0.8500  0.0005
H -4.4716 1.4976 -1.6341  -0.0001
H -4.4808 2.3488 -0.0799  0.0010
H -6.4383 0.3569 1.3594  0.0000
H -4.9379 0.9659 2.0783  -0.0001
H -5.2092 -0.7797 1.9589  -0.0001
C 0.9680 -3.9558 -1.4129  0.0119
As -0.4546 -2.6753 -1.0274  0.0197
C -1.5034 -3.8731 0.1611  -0.0001
C -1.4206 -2.8239 -2.7041  0.0186
C -1.9628 -4.1699 -2.9835  -0.0049
C -3.2757 -4.4548 -2.6089  0.0025
C -3.7481 -5.7541 -2.8024  -0.0015
C -2.9774 -6.7051 -3.4272  0.0022
C -1.7000 -6.4372 -3.9103  -0.0013
C -1.1713 -5.1680 -3.6198  0.0025
H 0.6513 -4.8987 -1.7553  -0.0006
H 1.6074 -4.0324 -0.5095  -0.0007
H 1.5543 -3.4169 -2.1767  -0.0010
H -1.4584 -4.9092 -0.1728  -0.0005
H -2.5492 -3.5678 0.1967  0.0013
H -1.1179 -3.7585 1.1723  0.0010
H -0.7505 -2.3845 -3.4201  -0.0017
H -2.2351 -2.0839 -2.5914  -0.0035
H -3.9250 -3.7221 -2.1676  0.0007
H -4.7618 -6.0197 -2.4904  -0.0001
H -3.3860 -7.7071 -3.5688  0.0002
H -1.1185 -7.1611 -4.4487  -0.0001
H -0.2100 -4.9169 -4.0583  0.0006

E_tot: -5850.8205 Ha
net charge: 0
multiplicity: 3
<S²>: 2.02
frontier orbital gap (spin up / spin down): 5.87 / 7.29 eV

The following is a DFT calculation (wB97M-V/def2-TZVPD) of a structure of composition C50H65BBrCsN10O2PS3 at a distorted geometry.

Each line ends with the Löwdin charge.
Element x y z (Å)
Cs 1.0480 -1.1013 -0.9146  0.8028
C 3.1550 1.3948 3.7005  -0.0565
C 1.7254 0.9936 3.6147  -0.2431
C 1.0119 0.5225 4.6780  0.0921
C -0.3548 0.1597 4.5023  -0.1945
N -0.9438 0.3365 3.3597  0.1591
N -0.2726 0.8146 2.3104  0.0087
B -1.0886 1.0942 1.1320  -0.5783
N -2.2999 0.3302 0.8920  0.0206
N -3.3346 1.0788 0.4813  0.1631
C -4.4985 0.5526 0.2866  -0.2026
C -4.7277 -0.8356 0.5323  0.0833
C -3.6924 -1.6262 0.9266  -0.2438
C -3.8264 -3.0879 1.1781  -0.0617
C -2.3927 -1.0297 1.0568  -0.6242
S -1.0343 -1.9411 1.3135  0.6720
C -5.6000 1.4804 -0.1762  -0.5448
C -6.6845 1.5426 0.9077  -0.0318
C -6.1987 0.9365 -1.4789  -0.0314
C -5.0282 2.8800 -0.4147  -0.0467
N -0.9354 2.3962 0.4858  -0.0052
N -0.6726 3.4066 1.3211  0.1748
C -0.6056 4.6209 0.8792  -0.2028
C -0.8048 4.9080 -0.5057  0.0834
C -1.0442 3.8889 -1.3792  -0.2426
C -1.2186 4.0826 -2.8441  -0.0602
C -1.0799 2.5524 -0.8639  -0.6466
S -1.2029 1.2029 -1.8211  0.7252
C -0.3473 5.7074 1.9023  -0.5466
C -1.5706 6.6336 1.9507  -0.0331
C 0.8927 6.5145 1.4997  -0.0335
C -0.1260 5.0751 3.2793  -0.0509
C 1.0710 1.0713 2.3420  -0.6448
S 1.8787 1.3801 0.9266  0.6506
C -1.2438 -0.4147 5.5897  -0.5400
C -2.4338 0.5385 5.7720  -0.0361
C -0.5215 -0.5798 6.9265  -0.0527
C -1.7399 -1.7818 5.0980  -0.0371
H 3.5505 1.2444 4.7007  0.0895
H 3.2594 2.4420 3.4160  0.0881
H 3.7378 0.8134 2.9880  0.0526
H 1.4858 0.4387 5.6423  0.1206
H -5.7112 -1.2613 0.4067  0.1263
H -4.8552 -3.4163 1.0607  0.0869
H -3.4718 -3.3258 2.1810  0.0803
H -3.1926 -3.6368 0.4812  0.0767
H -7.1232 0.5635 1.0798  0.0795
H -7.4790 2.2152 0.5962  0.0903
H -6.2704 1.9116 1.8434  0.0919
H -6.6566 -0.0374 -1.3282  0.0781
H -5.4316 0.8462 -2.2449  0.0915
H -6.9668 1.6176 -1.8338  0.0905
H -4.5962 3.2770 0.5005  0.0828
H -5.8149 3.5488 -0.7531  0.0900
H -4.2449 2.8426 -1.1672  0.0732
H -0.7570 5.9219 -0.8705  0.1256
H -1.2020 5.1351 -3.1119  0.0865
H -2.1552 3.6301 -3.1694  0.0785
H -0.4167 3.5651 -3.3711  0.0778
H -1.7264 7.1265 0.9949  0.0798
H -1.4203 7.4025 2.7034  0.0897
H -2.4673 6.0736 2.2066  0.0904
H 0.7434 7.0241 0.5517  0.0782
H 1.7631 5.8681 1.4144  0.0909
H 1.0928 7.2674 2.2569  0.0897
H -0.9969 4.4974 3.5786  0.0815
H 0.0545 5.8516 4.0180  0.0888
H 0.7290 4.4041 3.2540  0.0758
H -2.0864 1.5157 6.1015  0.0887
H -3.1159 0.1480 6.5224  0.0879
H -2.9684 0.6575 4.8332  0.0766
H -0.1653 0.3761 7.3031  0.0871
H 0.3119 -1.2728 6.8423  0.0875
H -1.2147 -0.9828 7.6599  0.0902
H -2.2473 -1.6759 4.1423  0.0553
H -2.4256 -2.2105 5.8233  0.0901
H -0.9020 -2.4634 4.9644  0.0875
O 2.2501 1.2957 -8.4314  0.0912
N 1.8187 0.1706 -8.3102  -0.3462
O 1.7205 -0.6346 -9.2096  0.0961
C 1.3443 -0.2543 -7.0063  -0.0737
C 0.3781 -1.2113 -7.0101  0.0794
C -0.2371 -1.6368 -5.8096  -0.1209
C -1.2942 -2.5628 -5.8054  0.0121
C -1.9032 -2.8715 -4.6154  -0.0401
C -1.4047 -2.2782 -3.4491  -0.1726
N -0.3813 -1.4617 -3.4178  -0.0163
C 0.1944 -1.1033 -4.5723  -0.1652
C 1.2593 -0.1320 -4.5553  -0.1618
N 1.6635 0.3405 -3.3704  -0.0047
C 2.5952 1.2615 -3.3337  -0.1433
C 3.2143 1.7739 -4.4767  -0.0188
C 2.8342 1.2889 -5.7043  0.0201
C 1.8203 0.3199 -5.7812  -0.0525
H 0.0602 -1.6313 -7.9536  0.1357
H -1.6029 -3.0103 -6.7379  0.1258
H -2.7200 -3.5738 -4.5746  0.1126
H -1.8586 -2.5041 -2.4922  0.1130
H 2.8880 1.6055 -2.3494  0.1093
H 3.9850 2.5238 -4.3980  0.1124
H 3.2943 1.6588 -6.6064  0.1098
Br 0.9473 -4.8234 -3.0922  0.8218
C 2.5774 -3.9463 -3.4859  -0.7439
C 3.5264 -4.5786 -4.2737  -0.0899
C 4.7191 -3.9088 -4.4901  -0.0417
C 4.9026 -2.6576 -3.9167  -0.0379
C 3.8730 -2.1233 -3.1629  -0.1590
N 2.7279 -2.7544 -2.9502  -0.0349
H 3.3323 -5.5479 -4.7032  0.1059
H 5.4933 -4.3536 -5.0968  0.1164
H 5.8187 -2.1038 -4.0487  0.1108
H 3.9664 -1.1506 -2.7015  0.1003
C 5.1864 -1.7815 2.3753  -0.1602
C 3.9493 -2.6156 2.6815  -0.4245
P 2.8662 -2.8673 1.1948  0.8630
C 1.8140 -4.2141 1.9100  -0.4324
C 0.9825 -4.9444 0.8649  -0.1743
C 3.9986 -3.8277 0.0737  -0.4221
C 4.7167 -5.0523 0.6267  -0.1314
H 5.6936 -1.5032 3.2977  0.0741
H 4.9185 -0.8723 1.8361  0.0552
H 5.8858 -2.3425 1.7592  0.0609
H 3.3297 -2.1066 3.4282  0.0688
H 4.2386 -3.5880 3.0916  0.0732
H 1.1452 -3.7298 2.6305  0.0580
H 2.4488 -4.9194 2.4559  0.0750
H 0.3613 -4.2395 0.3146  0.0112
H 0.3246 -5.6635 1.3498  0.0779
H 1.6135 -5.4800 0.1582  0.0498
H 4.7328 -3.1067 -0.3026  0.0678
H 3.3786 -4.1222 -0.7777  0.0409
H 5.3792 -4.7898 1.4478  0.0632
H 5.3238 -5.4976 -0.1615  0.0744
H 4.0088 -5.8015 0.9728  0.0650

E_tot: -6797.1115 Ha
net charge: +1
energy above the lowest of the compared OMol25 structures with the same formula, charge and spin: 27.7 kcal per mole
frontier orbital gap: 6.91 eV